(1)
{
  "formula": "C47H51F4N4O4PS",
  "method": "ωB97M-V/def2-TZVPD",
  "species": ["N", "C", "N", "N", "C", "C", "C", "C", "C", "C", "P", "O", "O", "O", "C", "C", "C", "C", "O", "S", "C", "C", "C", "C", "C", "F", "C", "C", "C", "C", "F", "C", "F", "F", "C", "C", "N", "H", "H", "H", "H", "H", "H", "H", "H", "H", "H", "H", "H", "H", "H", "H", "H", "H", "H", "H", "H", "H", "H", "H", "H", "H", "H", "H", "C", "C", "C", "C", "C", "C", "H", "H", "H", "H", "H", "H", "C", "C", "C", "C", "C", "C", "H", "H", "H", "H", "H", "H", "C", "C", "C", "C", "C", "C", "H", "H", "H", "H", "H", "H", "C", "C", "C", "C", "C", "C", "H", "H", "H", "H", "H", "H"],
  "positions_angstrom": [[5.00116, 5.01485, -1.75635], [5.19078, 3.58369, -1.20926], [3.90069, 3.29711, -0.42514], [6.43389, 3.55305, -0.33595], [5.41001, 2.58913, -2.50010], [4.14842, 1.52847, -2.59743], [2.74280, 2.17069, -3.23813], [1.44249, 1.17760, -3.30929], [1.54287, -0.40744, -2.78094], [2.91569, -1.08051, -2.15778], [2.86462, -2.89193, -1.59824], [2.11497, -2.98373, -0.17274], [1.90063, -3.94126, -2.66095], [4.39208, -3.69459, -1.41642], [4.22031, -0.05626, -2.06767], [5.62711, -0.54267, -1.41346], [5.46444, -0.40072, 0.35664], [5.79940, -1.87104, 1.21656], [4.30215, -1.22718, 0.99677], [-0.12459, -1.33540, -2.92820], [-1.29492, -0.01693, -2.17941], [-2.42611, -0.35542, -1.03743], [-3.29883, 0.92949, -0.45956], [-4.39733, 0.58737, 0.73056], [-3.60697, 0.93952, 2.16278], [-2.10616, 0.89627, 1.99769], [-3.00365, 2.43112, -1.04907], [-3.84993, 3.73112, -0.42806], [-5.00527, 4.06886, -1.58032], [-6.27536, 3.02435, -1.55546], [-7.60055, 3.40916, -0.96051], [-6.20909, 1.60518, -2.08044], [-5.25991, 1.23248, -3.19188], [-7.09645, 0.59098, -1.40979], [-1.89088, 2.79706, -2.20278], [-1.00234, 1.51619, -2.78503], [0.10552, 1.74240, -3.83633], [4.97698, 5.70402, -0.97376], [5.74442, 5.24441, -2.45342], [4.08728, 2.70710, 0.41482], [3.63886, 4.24808, -0.03146], [6.55738, 2.61856, 0.11834], [6.26338, 4.22645, 0.44993], [6.46760, 2.09567, -2.57052], [5.31301, 3.28092, -3.46844], [2.66833, 3.29332, -3.58794], [1.91064, -3.56161, -3.60660], [4.21439, -4.66155, -1.69320], [6.54647, 0.16063, -1.57130], [5.96120, -1.63613, -1.62728], [5.82535, 0.67795, 0.88669], [5.77269, -2.89202, 0.64221], [5.85351, -1.72493, 2.38555], [-2.55637, -1.45990, -0.66410], [-4.57180, -0.57247, 0.75718], [-5.36940, 1.22650, 0.59358], [-3.84716, 2.02612, 2.54421], [-3.85643, 0.13213, 2.99151], [-4.33395, 3.46020, 0.61576], [-3.10390, 4.65197, -0.33803], [-5.33247, 5.20284, -1.51954], [-4.44926, 3.90927, -2.62153], [-1.67013, 3.87559, -2.61412], [0.24410, 2.77974, -3.82479], [-2.37817, -0.26517, 6.78738], [-2.94596, 0.59030, 5.84369], [-4.17034, 1.20448, 6.10542], [-4.82275, 0.97060, 7.31628], [-4.25305, 0.11804, 8.26152], [-3.03315, -0.50341, 7.99588], [-1.42559, -0.74631, 6.58162], [-2.43419, 0.77787, 4.90306], [-4.61574, 1.86572, 5.36712], [-5.77454, 1.45298, 7.52247], [-4.76082, -0.06282, 9.20577], [-2.59231, -1.17185, 8.73021], [-0.69231, 5.78784, 5.38642], [-0.56608, 4.65391, 6.18831], [-0.77877, 3.38731, 5.64488], [-1.10834, 3.25403, 4.29575], [-1.23087, 4.38781, 3.49300], [-1.02729, 5.65498, 4.03869], [-0.52983, 6.77500, 5.81111], [-0.30252, 4.75745, 7.23793], [-0.68692, 2.50439, 6.27155], [-1.26932, 2.26675, 3.87092], [-1.48611, 4.28365, 2.44126], [-1.12824, 6.53835, 3.41431], [0.57973, -3.80143, -6.27358], [1.78431, -4.14569, -6.88614], [1.80535, -5.11277, -7.89069], [0.61904, -5.72907, -8.28988], [-0.58609, -5.38205, -7.67987], [-0.60574, -4.42164, -6.66884], [0.56423, -3.05016, -5.48835], [2.70766, -3.66044, -6.57979], [2.74507, -5.38561, -8.36313], [0.63453, -6.47921, -9.07612], [-1.51072, -5.86127, -7.99221], [-1.54398, -4.15554, -6.19001], [-1.52589, -7.48703, 1.59400], [-1.78403, -6.60452, 0.54552], [-0.86142, -5.60794, 0.22860], [0.32507, -5.50007, 0.95462], [0.58487, -6.38501, 2.00070], [-0.34203, -7.37574, 2.32360], [-2.24672, -8.26143, 1.84290], [-2.70546, -6.69299, -0.02460], [-1.06592, -4.91624, -0.58408], [1.04641, -4.72659, 0.70463], [1.51030, -6.30183, 2.56533], [-0.14180, -8.06149, 3.14216]],
  "forces_ev_per_a": [[0.541, -1.533, 0.480], [0.134, 0.801, 0.155], [1.312, 1.629, 0.274], [-1.054, -0.148, 0.305], [-1.421, -0.033, -0.826], [-2.898, -1.745, -0.561], [-0.086, -4.897, 1.679], [3.381, -0.483, 1.367], [1.832, 2.150, 0.086], [-0.083, 5.004, -2.260], [-3.615, -2.247, 5.728], [2.909, 0.488, -5.776], [2.577, 3.298, -0.472], [-2.762, -0.149, -1.871], [-1.618, 1.503, -1.446], [-0.545, 0.692, 2.622], [-0.186, -3.761, 1.307], [-4.321, 3.313, -0.586], [5.071, 1.567, -1.710], [0.588, 2.601, 1.293], [-1.231, 2.886, 0.858], [1.212, 4.633, -1.914], [2.415, -0.223, -2.862], [2.358, 0.399, 0.054], [0.199, 0.012, 0.225], [-3.218, 0.001, 0.278], [1.397, -1.536, -0.326], [0.235, -1.217, -1.039], [-0.135, 0.009, -0.590], [-0.465, -3.525, -1.444], [4.276, -1.220, -1.179], [-0.244, 3.279, 1.587], [-3.483, 0.660, 4.417], [3.109, 2.974, -3.223], [-0.042, -5.139, 1.314], [-2.757, -0.156, 2.749], [0.555, -0.926, 3.940], [0.360, -0.773, -0.966], [-0.737, -0.219, 1.210], [0.005, 0.451, -1.059], [0.172, -1.600, -0.597], [-0.270, 0.985, -0.635], [0.246, -0.842, -0.926], [-2.143, 0.857, 0.509], [0.160, -1.582, 2.111], [0.278, -2.546, 0.836], [0.021, -0.919, 1.844], [0.334, 2.079, 0.559], [-1.989, -1.185, -0.244], [-1.012, 1.990, 0.300], [-1.331, -3.182, -1.447], [0.500, 2.212, 1.308], [0.676, -0.765, -2.705], [0.285, 2.502, -0.784], [0.074, 2.420, -0.393], [1.881, -1.433, 0.435], [0.560, -2.189, -0.761], [0.562, 1.800, -1.770], [1.091, 0.662, -2.232], [-1.747, -2.002, -0.147], [0.294, -2.536, -0.057], [-1.438, 0.303, 2.193], [-0.648, -2.324, 1.073], [-0.137, -1.177, -0.246], [-0.149, 0.066, 0.055], [-0.104, -0.074, 0.122], [0.081, -0.142, 0.160], [0.159, -0.070, -0.066], [0.072, 0.022, -0.136], [-0.067, 0.145, -0.135], [-0.139, 0.064, 0.014], [-0.087, -0.078, 0.169], [0.069, -0.049, 0.099], [0.136, -0.071, -0.027], [0.076, 0.024, -0.153], [-0.058, 0.093, -0.098], [-0.030, -0.148, -0.094], [-0.040, -0.022, -0.154], [0.012, 0.189, -0.121], [0.015, 0.116, 0.107], [0.008, 0.020, 0.163], [0.026, -0.147, 0.137], [-0.026, -0.138, -0.058], [-0.050, -0.015, -0.156], [-0.031, 0.122, -0.088], [0.077, 0.199, -0.028], [0.050, -0.026, 0.128], [0.019, -0.103, 0.079], [0.044, -0.201, -0.142], [-0.150, -0.094, -0.019], [-0.176, 0.023, 0.051], [0.044, 0.149, 0.146], [0.140, 0.090, 0.063], [0.144, -0.037, -0.059], [-0.076, -0.004, -0.114], [-0.110, -0.059, -0.059], [-0.132, 0.046, 0.060], [-0.001, 0.108, 0.118], [0.149, 0.077, 0.060], [0.136, -0.026, -0.062], [0.121, 0.099, -0.010], [0.129, 0.031, 0.087], [0.021, -0.184, 0.188], [0.018, -0.028, 0.031], [-0.244, -0.069, -0.108], [-0.048, 0.094, -0.146], [0.095, 0.102, -0.032], [0.115, 0.004, 0.087], [0.087, -0.073, 0.091], [-0.132, -0.047, -0.009], [-0.139, 0.010, -0.084], [-0.034, 0.068, -0.099]],
  "gap_ha": 0.26424,
  "charge": 0,
  "homo_ev": -7.92,
  "e_tot_ev": -94684.0823
}

---

(2)
{
  "formula": "C12H10BrF5Zr",
  "method": "ωB97M-V/def2-TZVPD",
  "species": ["C", "C", "C", "H", "C", "C", "H", "H", "H", "H", "Zr", "Br", "C", "C", "C", "H", "C", "C", "H", "H", "H", "H", "F", "C", "F", "C", "F", "F", "F"],
  "positions_angstrom": [[-2.46627, -0.46258, -0.48614], [-2.25582, -0.94865, 0.84385], [-1.78491, 0.13142, 1.63531], [-2.51051, -1.94221, 1.19424], [-1.67555, 1.30196, 0.81079], [-2.16855, 0.93863, -0.49567], [-2.36909, 1.61701, -1.32298], [-2.93014, -1.07639, -1.25850], [-1.61630, 0.11534, 2.71242], [-1.35022, 2.27869, 1.16299], [-0.01087, -0.23854, -0.21683], [-0.08965, -2.76583, -0.35747], [1.70220, 0.96479, -1.58487], [0.64305, 1.75346, -2.15285], [-0.35538, 0.87493, -2.62847], [0.68511, 2.83419, -2.33413], [0.11907, -0.48190, -2.49575], [1.45990, -0.41250, -1.95493], [2.18887, -1.22272, -1.81927], [2.66674, 1.36917, -1.26427], [-1.24267, 1.17385, -3.19144], [-0.40488, -1.36314, -2.88588], [0.29384, -1.34279, 2.74395], [1.13255, -0.46442, 2.05149], [0.82281, 0.81843, 2.54477], [2.54892, -0.78957, 2.56079], [2.57669, -0.75916, 3.92128], [2.95478, -2.02290, 2.17355], [3.43628, 0.12143, 2.09401]],
  "forces_ev_per_a": [[-0.305, 0.486, 0.804], [-0.176, 1.277, 0.258], [-0.428, -0.072, -0.285], [0.375, 0.193, -0.107], [-0.606, -0.922, -0.586], [-0.354, -0.105, 0.791], [0.270, -0.269, 0.409], [0.403, 0.415, 0.007], [0.195, -0.109, -0.596], [-0.098, -0.247, -0.262], [-1.610, 0.317, 2.775], [0.328, -0.730, -0.004], [0.300, -0.578, -1.699], [-0.037, -0.725, 0.493], [1.212, -0.591, -0.531], [-0.310, -0.474, 0.670], [1.063, 0.710, -1.623], [0.449, 0.628, -0.680], [-0.652, 0.346, 0.031], [-0.515, -0.299, 0.148], [0.234, -0.206, 0.535], [0.444, 0.515, 0.326], [0.649, 0.263, 0.009], [-0.791, 0.064, -1.147], [0.483, -0.225, 0.360], [-0.226, -0.033, 0.318], [0.316, 0.024, -0.833], [-0.269, 0.877, 0.155], [-0.342, -0.528, 0.263]],
  "gap_ha": 0.29062,
  "charge": 0,
  "homo_ev": -8.80,
  "e_tot_ev": -97517.4170,
  "e_above_lowest_ev": 0.000
}

---

(3)
{
  "formula": "C17H36NO2",
  "method": "ωB97M-V/def2-TZVPD",
  "species": ["C", "H", "H", "H", "C", "C", "C", "H", "H", "C", "C", "C", "H", "H", "H", "O", "C", "H", "H", "C", "O", "H", "C", "N", "H", "H", "C", "C", "H", "H", "H", "C", "H", "H", "H", "C", "H", "H", "H", "H", "H", "H", "H", "C", "C", "H", "H", "H", "C", "H", "H", "H", "H", "H", "H", "H"],
  "positions_angstrom": [[-3.51798, -2.85507, 1.12842], [-4.57896, -3.05465, 1.00726], [-3.24466, -3.07832, 2.15703], [-2.96812, -3.52579, 0.47158], [-3.21250, -1.39966, 0.78935], [-3.60695, -1.06909, -0.64825], [-3.28003, 0.38211, -0.98247], [-3.55934, 0.58709, -2.01673], [-3.87175, 1.03857, -0.34261], [-1.78968, 0.69495, -0.79665], [-1.40678, 0.36094, 0.65135], [-1.72467, -1.10098, 0.97350], [-1.14519, -1.74738, 0.30785], [-1.43090, -1.32554, 2.00172], [-1.96222, 1.01071, 1.33692], [-0.00197, 0.61036, 0.82030], [0.43497, 0.87460, 2.13558], [-0.08869, 1.75305, 2.53846], [0.23398, 0.02660, 2.80298], [1.95236, 1.14265, 2.11009], [2.28415, 2.26147, 1.31954], [1.92759, 3.06749, 1.70737], [2.71388, -0.03714, 1.48599], [2.40985, -0.03460, 0.03981], [2.74783, 0.86854, -0.31706], [1.35914, 0.02934, 0.00046], [2.91952, -1.14927, -0.83009], [2.32408, -2.46368, -0.34142], [2.53919, -3.24833, -1.06069], [2.74755, -2.77124, 0.61055], [1.24355, -2.38882, -0.24291], [4.44167, -1.16826, -0.78163], [4.81863, -1.89134, -1.49877], [4.80888, -1.45797, 0.19894], [4.85387, -0.19612, -1.04224], [2.42636, -0.82927, -2.23832], [2.81289, 0.12705, -2.58344], [1.33968, -0.80281, -2.27406], [2.76332, -1.59212, -2.93364], [2.39081, -0.97367, 1.93763], [3.78502, 0.09826, 1.63955], [2.28909, 1.27769, 3.14710], [-1.22138, 0.02318, -1.45193], [-1.48330, 2.14507, -1.23859], [-1.89316, 3.19723, -0.21077], [-1.80680, 4.18823, -0.64906], [-2.92321, 3.06144, 0.10667], [-1.24765, 3.16350, 0.66398], [-0.01784, 2.35021, -1.62734], [0.10272, 3.32926, -2.08436], [0.62740, 2.30554, -0.75460], [0.29816, 1.60212, -2.35132], [-2.08088, 2.31332, -2.14092], [-4.67498, -1.24050, -0.78493], [-3.07431, -1.73436, -1.33203], [-3.78228, -0.75460, 1.46688]],
  "forces_ev_per_a": [[-0.016, 0.312, 0.056], [-0.116, -0.092, -0.004], [0.018, -0.091, 0.110], [0.070, -0.101, -0.083], [0.144, -0.333, -0.204], [-0.139, 0.310, 0.282], [0.188, -0.334, -0.118], [-0.010, 0.115, 0.003], [-0.080, 0.102, 0.005], [-0.124, 0.359, 0.243], [-0.243, -0.417, -0.399], [-0.148, 0.419, 0.174], [0.071, -0.035, -0.050], [0.052, -0.059, 0.033], [0.061, 0.071, 0.010], [0.075, 0.021, 0.010], [0.255, 0.146, 0.249], [0.038, -0.052, -0.031], [0.015, 0.054, -0.009], [-0.489, -0.425, 0.169], [0.140, 0.140, -0.122], [0.003, 0.017, -0.020], [0.090, 0.363, 0.631], [-0.277, 0.330, -0.200], [-0.129, -0.167, -0.040], [0.374, 0.004, -0.159], [0.187, -0.345, -0.307], [0.065, 0.146, 0.029], [0.041, -0.040, -0.083], [0.021, -0.049, 0.120], [-0.170, -0.019, 0.014], [-0.165, 0.025, 0.080], [-0.001, -0.072, -0.070], [0.070, -0.018, 0.111], [0.087, 0.130, -0.045], [0.026, -0.006, 0.149], [0.031, 0.144, -0.053], [-0.160, 0.029, -0.014], [0.056, -0.089, -0.018], [0.016, 0.005, -0.103], [-0.075, -0.089, -0.101], [-0.024, -0.130, -0.137], [0.038, -0.094, -0.007], [0.243, -0.117, 0.122], [-0.070, -0.171, -0.264], [-0.004, 0.124, 0.019], [-0.130, 0.055, 0.116], [0.093, 0.002, 0.166], [-0.271, 0.078, -0.041], [0.094, 0.104, -0.088], [0.099, 0.012, 0.066], [0.102, -0.104, -0.125], [0.008, -0.028, 0.029], [-0.036, -0.092, -0.048], [0.021, -0.093, -0.051], [-0.017, 0.042, 0.000]],
  "gap_ha": 0.39328,
  "charge": 1,
  "homo_ev": -12.92,
  "e_tot_ev": -23793.6207,
  "e_above_lowest_ev": 0.000
}